Entry 1:
Formula: C50H48B3F17NO16P
Source: the Open Molecules 2025 dataset
Level of theory: ωB97M-V/def2-TZVPD

Last columns: bonded neighbours and bond lengths (Å).
Element x y z (Å)
1 C -0.36 -4.31 2.74  C2 1.541, H49 1.086, H50 1.087, H51 1.088
2 C -1.83 -4.16 2.32  C1 1.541, O3 1.444, H52 1.090, H53 1.089
3 O -2.02 -4.69 0.99  C2 1.444, P4 1.614
4 P -3.28 -5.69 0.84  O3 1.614, O5 1.456, C6 1.830, O46 1.607
5 O -2.88 -7.03 1.25  P4 1.456
6 C -3.81 -5.75 -0.91  P4 1.830, C7 1.550, H54 1.089, H55 1.084
7 C -3.23 -4.64 -1.81  C6 1.550, C8 1.554, H56 1.091, H57 1.088
8 C -4.25 -3.51 -2.13  C7 1.554, B9 1.577, H58 1.088, H59 1.095
9 B -3.51 -2.34 -2.88  C8 1.577, O10 1.404, O45 1.385
10 O -3.98 -1.03 -2.72  B9 1.404, B11 1.388
11 B -2.89 -0.18 -2.57  O10 1.388, C12 1.576, O18 1.400
12 C -3.05 1.10 -1.66  B11 1.576, C13 1.538, H60 1.089, H61 1.095
13 C -2.37 0.95 -0.29  C12 1.538, C14 1.528, H62 1.094, H63 1.092
14 C -2.78 2.07 0.68  C13 1.528, C15 1.548, H64 1.092, H65 1.092
15 C -4.29 2.13 1.00  C14 1.548, C16 1.540, H66 1.093, H67 1.092
16 C -4.96 0.79 1.37  C15 1.540, N17 1.486, H68 1.090, H69 1.087
17 N -6.17 0.52 0.56  C16 1.486, H70 1.011, H71 1.010
18 O -1.67 -0.40 -3.21  B11 1.400, B19 1.360
19 B -1.39 -1.72 -3.42  O18 1.360, C20 1.607, O45 1.374
20 C 0.08 -2.38 -3.39  B19 1.607, F21 1.336, F22 1.364, C23 1.557
21 F 0.05 -3.69 -3.15  C20 1.336
22 F 0.59 -2.25 -4.65  C20 1.364
23 C 1.12 -1.71 -2.45  C20 1.557, F24 1.331, F25 1.346, C26 1.554
24 F 1.10 -0.39 -2.67  C23 1.331
25 F 2.32 -2.13 -2.90  C23 1.346
26 C 1.02 -2.15 -0.97  C23 1.554, F27 1.337, F28 1.337, C29 1.560
27 F -0.22 -2.60 -0.71  C26 1.337
28 F 1.81 -3.21 -0.81  C26 1.337
29 C 1.41 -1.14 0.16  C26 1.560, F30 1.344, F31 1.327, C32 1.572
30 F 0.66 -1.47 1.22  C29 1.344
31 F 1.12 0.13 -0.10  C29 1.327
32 C 2.88 -1.21 0.71  C29 1.572, F33 1.315, F34 1.349, C35 1.538
33 F 3.04 -2.26 1.48  C32 1.315
34 F 2.98 -0.15 1.53  C32 1.349
35 C 4.02 -1.05 -0.32  C32 1.538, F36 1.324, F37 1.332, C38 1.574
36 F 4.38 -2.21 -0.85  C35 1.324
37 F 3.63 -0.26 -1.32  C35 1.332
38 C 5.34 -0.40 0.25  C35 1.574, F39 1.318, F40 1.337, C41 1.554
39 F 5.21 0.90 0.39  C38 1.318
40 F 6.23 -0.57 -0.73  C38 1.337
41 C 5.95 -1.07 1.50  C38 1.554, F42 1.333, F43 1.311, F44 1.306
42 F 7.26 -0.80 1.48  C41 1.333
43 F 5.50 -0.56 2.62  C41 1.311
44 F 5.83 -2.37 1.50  C41 1.306
45 O -2.43 -2.56 -3.72  B9 1.385, B19 1.374
46 O -4.52 -5.22 1.77  P4 1.607, C47 1.448
47 C -4.96 -3.86 1.57  O46 1.448, C48 1.530, H72 1.096, H73 1.091
48 C -6.37 -3.83 0.98  C47 1.530, H74 1.088, H75 1.086, H76 1.091
49 H -0.27 -4.94 3.62  C1 1.086
50 H 0.23 -4.71 1.92  C1 1.087
51 H 0.01 -3.31 2.99  C1 1.088
52 H -2.08 -3.10 2.28  C2 1.090
53 H -2.45 -4.68 3.05  C2 1.089
54 H -4.90 -5.72 -0.95  C6 1.089
55 H -3.51 -6.71 -1.32  C6 1.084
56 H -2.36 -4.16 -1.36  C7 1.091
57 H -2.89 -5.02 -2.77  C7 1.088
58 H -4.73 -3.12 -1.23  C8 1.088
59 H -5.04 -3.90 -2.77  C8 1.095
60 H -4.11 1.33 -1.56  C12 1.089
61 H -2.56 1.91 -2.20  C12 1.095
62 H -1.29 1.08 -0.43  C13 1.094
63 H -2.48 -0.04 0.16  C13 1.092
64 H -2.51 3.04 0.26  C14 1.092
65 H -2.24 1.99 1.62  C14 1.092
66 H -4.38 2.77 1.88  C15 1.093
67 H -4.81 2.64 0.20  C15 1.092
68 H -4.30 -0.08 1.28  C16 1.090
69 H -5.27 0.85 2.41  C16 1.087
70 H -6.31 1.25 -0.13  N17 1.011
71 H -6.06 -0.36 0.07  N17 1.010
72 H -4.24 -3.33 0.93  C47 1.096
73 H -4.98 -3.32 2.52  C47 1.091
74 H -6.53 -4.71 0.37  C48 1.088
75 H -7.12 -3.72 1.75  C48 1.086
76 H -6.50 -2.97 0.32  C48 1.091
77 O 9.87 4.81 1.82  C78 1.214
78 C 8.84 4.79 1.17  O77 1.214, C79 1.483, C84 1.483
79 C 8.61 5.75 0.07  C78 1.483, C80 1.330, H85 1.082
80 C 7.49 5.73 -0.64  C79 1.330, C81 1.483, H86 1.082
81 C 6.42 4.75 -0.36  C80 1.483, O82 1.212, C83 1.484
82 O 5.39 4.73 -1.01  C81 1.212
83 C 6.65 3.78 0.74  C81 1.484, C84 1.330, H87 1.080
84 C 7.77 3.80 1.45  C78 1.483, C83 1.330, H88 1.083
85 H 9.41 6.47 -0.12  C79 1.082
86 H 7.30 6.43 -1.45  C80 1.082
87 H 5.86 3.07 0.93  C83 1.080
88 H 7.96 3.10 2.26  C84 1.083
89 O 3.85 0.33 -8.94  C90 1.212
90 C 2.67 0.46 -8.67  O89 1.212, C91 1.484, C96 1.484
91 C 1.72 1.04 -9.65  C90 1.484, C92 1.330, H97 1.083
92 C 0.43 1.19 -9.36  C91 1.330, C93 1.484, H98 1.083
93 C -0.11 0.77 -8.05  C92 1.484, O94 1.213, C95 1.483
94 O -1.29 0.90 -7.78  C93 1.213
95 C 0.83 0.18 -7.07  C93 1.483, C96 1.330, H99 1.082
96 C 2.12 0.04 -7.36  C90 1.484, C95 1.330, H100 1.083
97 H 2.14 1.34 -10.60  C91 1.083
98 H -0.28 1.61 -10.06  C92 1.083
99 H 0.42 -0.12 -6.12  C95 1.082
100 H 2.83 -0.39 -6.66  C96 1.083
101 O 11.00 5.33 -2.29  C102 1.214
102 C 12.11 5.42 -1.79  O101 1.214, C103 1.483, C108 1.484
103 C 12.44 4.71 -0.53  C102 1.483, C104 1.330, H109 1.082
104 C 13.65 4.81 0.01  C103 1.330, C105 1.484, H110 1.082
105 C 14.71 5.62 -0.62  C104 1.484, O106 1.212, C107 1.485
106 O 15.82 5.71 -0.12  C105 1.212
107 C 14.38 6.33 -1.88  C105 1.485, C108 1.330, H111 1.083
108 C 13.17 6.23 -2.43  C102 1.484, C107 1.330, H112 1.083
109 H 11.65 4.13 -0.09  C103 1.082
110 H 13.91 4.30 0.93  C104 1.082
111 H 15.17 6.92 -2.33  C107 1.083
112 H 12.91 6.74 -3.35  C108 1.083
113 O -8.02 6.65 3.60  C114 1.212
114 C -7.88 5.44 3.56  O113 1.212, C115 1.484, C120 1.485
115 C -8.06 4.69 2.29  C114 1.484, C116 1.331, H121 1.083
116 C -7.91 3.37 2.25  C115 1.331, C117 1.483, H122 1.083
117 C -7.56 2.59 3.46  C116 1.483, O118 1.212, C119 1.484
118 O -7.42 1.39 3.41  C117 1.212
119 C -7.38 3.35 4.73  C117 1.484, C120 1.330, H123 1.083
120 C -7.53 4.67 4.77  C114 1.485, C119 1.330, H124 1.083
121 H -8.32 5.28 1.41  C115 1.083
122 H -8.03 2.80 1.33  C116 1.083
123 H -7.12 2.76 5.60  C119 1.083
124 H -7.41 5.23 5.68  C120 1.083
125 O -5.40 -2.13 4.01  C126 1.215
126 C -5.52 -2.67 5.09  O125 1.215, C127 1.481, C132 1.484
127 C -6.49 -2.18 6.09  C126 1.481, C128 1.331, H133 1.083
128 C -6.62 -2.77 7.27  C127 1.331, C129 1.484, H134 1.083
129 C -5.79 -3.94 7.64  C128 1.484, O130 1.212, C131 1.485
130 O -5.90 -4.48 8.72  C129 1.212
131 C -4.81 -4.43 6.64  C129 1.485, C132 1.330, H135 1.083
132 C -4.68 -3.84 5.45  C126 1.484, C131 1.330, H136 1.083
133 H -7.09 -1.32 5.79  C127 1.083
134 H -7.33 -2.43 8.02  C128 1.083
135 H -4.21 -5.29 6.93  C131 1.083
136 H -3.98 -4.18 4.71  C132 1.083

Calculated values
Calculated total energy, eV: -144396.9831
Total charge: 0
E_HOMO, eV: -9.1999
ΔE to the lowest compared entry with this formula, charge and spin, kcal per mole: 24.67

=====

Entry 2:
Formula: C18H19N3O3S
Source: the Open Molecules 2025 dataset
Level of theory: ωB97M-V/def2-TZVPD

Last columns: bonded neighbours and bond lengths (Å).
Element x y z (Å)
1 C 0.11 -1.02 -4.80  O2 1.421, H26 1.087, H27 1.092, H28 1.091
2 O -0.43 -0.07 -3.90  C1 1.421, C3 1.335
3 C 0.26 1.07 -3.76  O2 1.335, O4 1.199, C5 1.534
4 O 1.19 1.39 -4.45  C3 1.199
5 C -0.38 1.95 -2.68  C3 1.534, C6 1.533, N10 1.443, H29 1.096
6 C 0.50 3.18 -2.44  C5 1.533, C7 1.520, H30 1.092, H31 1.090
7 C -0.02 4.09 -1.34  C6 1.520, S8 1.831, H32 1.090, H33 1.089
8 S -1.65 4.85 -1.73  C7 1.831, C9 1.820
9 C -2.79 3.77 -0.81  S8 1.820, H34 1.085, H35 1.087, H36 1.086
10 N -0.56 1.17 -1.48  C5 1.443, C11 1.347, H37 1.010
11 C 0.35 0.27 -1.07  N10 1.347, O12 1.218, C13 1.491
12 O 1.34 -0.03 -1.71  C11 1.218
13 C 0.02 -0.33 0.26  C11 1.491, C14 1.389, N18 1.340
14 C 0.83 -1.33 0.78  C13 1.389, C15 1.386, H38 1.078
15 C 0.47 -1.85 2.02  C14 1.386, C16 1.420, C25 1.435
16 C -0.68 -1.33 2.67  C15 1.420, C17 1.390, N19 1.367
17 C -1.41 -0.32 2.05  C16 1.390, N18 1.316, H39 1.083
18 N -1.06 0.16 0.88  C13 1.340, C17 1.316
19 N -0.84 -1.97 3.86  C16 1.367, C20 1.375, H40 1.006
20 C 0.16 -2.90 4.02  N19 1.375, C21 1.387, C25 1.415
21 C 0.40 -3.77 5.07  C20 1.387, C22 1.381, H41 1.080
22 C 1.49 -4.61 4.97  C21 1.381, C23 1.395, H42 1.080
23 C 2.34 -4.58 3.86  C22 1.395, C24 1.380, H43 1.079
24 C 2.11 -3.71 2.81  C23 1.380, C25 1.390, H44 1.079
25 C 1.01 -2.86 2.89  C15 1.435, C20 1.415, C24 1.390
26 H -0.60 -1.83 -4.86  C1 1.087
27 H 0.27 -0.56 -5.78  C1 1.092
28 H 1.07 -1.37 -4.42  C1 1.091
29 H -1.36 2.26 -3.05  C5 1.096
30 H 1.50 2.83 -2.16  C6 1.092
31 H 0.59 3.73 -3.37  C6 1.090
32 H 0.66 4.93 -1.21  C7 1.090
33 H -0.13 3.57 -0.39  C7 1.089
34 H -3.72 4.33 -0.72  C9 1.085
35 H -2.97 2.85 -1.36  C9 1.087
36 H -2.39 3.57 0.17  C9 1.086
37 H -1.33 1.35 -0.85  N10 1.010
38 H 1.68 -1.67 0.22  C14 1.078
39 H -2.29 0.11 2.51  C17 1.083
40 H -1.58 -1.80 4.52  N19 1.006
41 H -0.26 -3.80 5.93  C21 1.080
42 H 1.70 -5.30 5.77  C22 1.080
43 H 3.18 -5.25 3.82  C23 1.079
44 H 2.76 -3.68 1.95  C24 1.079

Calculated values
Calculated total energy, eV: -40424.1288
Total charge: 0
E_HOMO, eV: -8.5060
ΔE to the lowest compared entry with this formula, charge and spin, kcal per mole: 17.54

=====

> The highest E_HOMO belongs to which entry?

C18H19N3O3S

=====

> ΔE to the lowest compared entry with this formula, charge and spin of number 1 (C50H48B3F17NO16P)?

24.67 kcal per mole

=====

> Among the records above, which one has the highest ΔE to the lowest compared entry with this formula, charge and spin?

C50H48B3F17NO16P